# 1
{"formula": "C21H24N4O5", "method": "ωB97M-V/def2-TZVPD", "de_lowest_kj_mol": 295.3, "total_charge": 0, "smiles": "C[C@@H](C(=O)N1CCN(c2ccc([N+](=O)[O-])cc2)CC1)N1C(=O)[C@H]2CC=CC[C@H]2C1=O", "homo_lumo_gap_ev": 8.23, "homo_energy_ev": -8.314, "energy_ha": -1409.82250, "elements": ["C", "C", "C", "O", "N", "C", "C", "N", "C", "C", "C", "C", "N", "O", "O", "C", "C", "C", "C", "N", "C", "O", "C", "C", "C", "C", "C", "C", "C", "O", "H", "H", "H", "H", "H", "H", "H", "H", "H", "H", "H", "H", "H", "H", "H", "H", "H", "H", "H", "H", "H", "H", "H", "H"], "coordinates": [[0.07010, 0.62457, -2.75292], [-0.17644, 0.66922, -1.24817], [1.15598, 0.84857, -0.50869], [2.21617, 0.79413, -1.08992], [1.08382, 1.09720, 0.82783], [0.00638, 0.71520, 1.71360], [0.54223, -0.39326, 2.65825], [1.64622, -1.08657, 2.03648], [1.43173, -2.08754, 1.12304], [2.51987, -2.81131, 0.59929], [2.33197, -3.83170, -0.29823], [1.04347, -4.17795, -0.70102], [0.84599, -5.23118, -1.63882], [1.83037, -5.80267, -2.07123], [-0.29740, -5.50492, -1.95686], [-0.05066, -3.49912, -0.17248], [0.13919, -2.47738, 0.72664], [2.80776, -0.22024, 1.93877], [2.34329, 1.20098, 1.53881], [-1.10976, 1.73602, -0.91963], [-2.40166, 1.49611, -0.51286], [-2.84354, 0.40000, -0.27756], [-3.11691, 2.82658, -0.37788], [-3.72063, 2.94241, 1.03327], [-2.63913, 3.19007, 2.03777], [-1.70254, 4.08756, 1.77165], [-1.75383, 4.83724, 0.47774], [-2.04736, 3.87560, -0.68794], [-0.79273, 3.07693, -1.00339], [0.29661, 3.51051, -1.25876], [0.53072, 1.55355, -3.07856], [-0.86698, 0.47215, -3.28305], [0.74962, -0.19114, -2.98041], [-0.64820, -0.26967, -0.92996], [-0.31681, 1.58780, 2.29225], [-0.84539, 0.34561, 1.14985], [-0.24544, -1.09494, 2.92886], [0.92544, 0.04953, 3.58206], [3.52352, -2.58479, 0.91998], [3.17002, -4.38223, -0.69682], [-1.04413, -3.77920, -0.48783], [-0.73391, -1.97373, 1.10717], [3.48143, -0.59446, 1.17197], [3.33365, -0.19566, 2.89933], [2.18635, 1.83722, 2.41248], [3.07286, 1.66755, 0.87785], [-3.93071, 2.84203, -1.10839], [-4.42754, 3.77706, 1.04581], [-4.26816, 2.02680, 1.25748], [-2.65825, 2.62759, 2.95837], [-0.90142, 4.30962, 2.45936], [-2.54981, 5.58632, 0.52552], [-0.81272, 5.35017, 0.27868], [-2.29599, 4.46700, -1.57338]], "forces_ev_per_a": [[0.024, -0.033, 0.180], [0.177, -0.116, -0.398], [-0.335, -0.006, 0.100], [0.211, -0.115, -0.235], [0.217, 0.265, 0.242], [-0.164, -0.085, 0.143], [-0.136, 0.018, -0.077], [-0.016, 0.004, 0.282], [-0.025, -0.366, -0.118], [-0.040, 0.108, -0.002], [-0.231, -0.195, -0.247], [0.131, 1.047, 0.942], [-0.123, -0.598, -0.508], [0.083, -0.088, -0.079], [-0.112, -0.066, -0.076], [0.174, -0.397, -0.339], [0.094, 0.181, 0.139], [0.222, 0.131, 0.008], [0.162, 0.045, -0.180], [0.237, -0.381, -0.065], [-0.082, 0.226, -0.008], [-0.162, -0.216, 0.045], [-0.320, 0.003, 0.095], [-0.004, -0.067, -0.127], [-0.093, -0.068, 0.064], [0.096, 0.095, 0.028], [0.012, -0.025, -0.134], [0.050, 0.322, -0.009], [-0.389, 0.211, 0.045], [0.248, 0.054, -0.093], [0.039, 0.021, -0.044], [-0.097, -0.035, -0.004], [0.034, -0.034, -0.063], [0.075, 0.215, 0.043], [-0.049, -0.134, -0.050], [-0.009, 0.015, -0.007], [0.020, 0.055, 0.061], [-0.075, -0.046, -0.022], [0.070, 0.021, 0.031], [0.043, -0.009, 0.005], [-0.041, -0.002, 0.006], [-0.082, 0.099, 0.044], [-0.031, 0.021, 0.075], [0.063, 0.020, -0.086], [0.011, -0.015, -0.005], [-0.024, -0.008, 0.163], [0.106, -0.047, -0.005], [-0.076, -0.040, -0.023], [-0.058, 0.076, -0.032], [0.088, -0.027, 0.177], [0.084, -0.039, 0.181], [0.035, 0.061, -0.051], [-0.082, 0.052, -0.025], [0.049, -0.108, 0.013]], "mulliken_charge": [-1.7941, 0.0646, 0.7464, -0.6970, 0.1117, 0.4469, -1.3946, 0.0461, 0.9289, -0.5191, -0.6478, -0.3420, 1.0054, -0.6384, -0.6315, -0.6598, -0.0694, -0.8519, -1.0789, 0.4386, 0.1791, -0.6450, 0.1575, -0.9946, -0.4134, -0.4040, -0.9687, 0.2023, 0.0729, -0.6220, 0.3718, 0.4496, 0.3986, 0.3252, -0.0539, -0.0228, 0.4817, 0.3519, 0.5015, 0.4919, 0.5030, 0.2149, 0.3993, 0.3508, 0.4064, 0.5222, 0.2907, 0.4013, 0.4821, 0.4564, 0.4071, 0.4187, 0.4970, 0.3263]}


# 2
{"formula": "CH2ClO3S", "method": "ωB97M-V/def2-TZVPD", "de_lowest_kj_mol": 187.4, "total_charge": -1, "homo_lumo_gap_ev": [6.91, 6.91], "homo_energy_ev": [-3.557, -3.558], "energy_ha": -1123.39213, "elements": ["C", "O", "O", "O", "S", "Cl", "H", "H"], "coordinates": [[1.16184, 0.07451, -0.05217], [-2.04102, 1.17194, -0.43908], [-1.27285, -0.28218, 1.37680], [-0.41233, -0.70673, -0.92611], [-1.74361, -0.22334, -0.03862], [2.29829, -1.16490, -0.00098], [1.35867, 0.83173, -0.79065], [0.65102, 0.29897, 0.87081]], "forces_ev_per_a": [[-3.769, -0.945, -2.047], [0.345, -0.049, -0.014], [0.134, 0.017, -0.123], [2.599, 1.690, 1.990], [-0.209, -0.336, -0.235], [0.680, -0.678, 0.090], [0.077, 0.146, 0.099], [0.142, 0.154, 0.240]], "mulliken_charge": [-0.1663, -0.5729, -0.6478, -0.4397, 0.4355, -0.1517, 0.2755, 0.2674]}